[1]
Computed, not measured: a 2-piece molecular cluster, C3H9N3O overall at a distorted geometry, with ωB97M-V with the def2-TZVPD basis set.

The geometry in XYZ format:
```
16
Properties=species:S:1:pos:R:3:mulliken_charge:R:1
C 0.814 -0.408 0.361 -0.42
C 0.795 -0.358 -1.846 -0.97
C -0.529 0.057 0.427 0.43
N -1.007 0.674 1.581 -0.45
N 1.819 0.141 1.155 -0.48
O -2.590 0.083 -0.535 -0.53
N -1.149 0.178 -0.736 -0.22
H -2.927 0.388 -1.385 0.34
H 0.951 -1.449 0.109 0.37
H -0.864 0.155 2.436 0.22
H -1.950 1.022 1.482 0.26
H 1.641 1.067 1.517 0.26
H 2.273 -0.467 1.821 0.21
H 0.054 -0.827 -2.478 0.31
H 0.962 0.696 -2.028 0.28
H 1.705 -0.950 -1.882 0.39
```

The calculation puts the HOMO-LUMO gap at 0.3155 Eh. The value obtained for the relative energy (zero: lowest compared OMol25 entry of this formula, charge and spin) is 5.3940 eV. For the electronic energy, the calculation gives -359.04621 Ha. The strongest force on any atom is 2.42 eV/A.

[2]
Computed, not measured: an isolated molecule of C7H17NO2 at a distorted geometry, with ωB97M-V with the def2-TZVPD basis set.

The geometry in XYZ format:
```
27
Properties=species:S:1:pos:R:3:mulliken_charge:R:1
C -1.086 2.029 -2.375 -1.31
C -0.808 0.618 -1.947 -0.04
O -0.440 0.684 -0.591 -0.32
C -0.467 -0.574 0.078 0.04
C -0.236 -0.303 1.563 -0.66
N -1.499 0.158 2.167 -0.38
C -1.387 0.676 3.524 -0.95
O 0.532 -1.483 -0.471 -0.37
C 1.892 -1.093 -0.416 -0.23
C 2.617 -1.928 -1.451 -1.23
H -0.279 2.659 -2.047 0.32
H -1.201 2.172 -3.435 0.41
H -2.024 2.343 -1.913 0.30
H -0.002 0.204 -2.555 0.17
H -1.719 0.037 -2.095 0.29
H -1.447 -1.057 -0.019 0.41
H 0.560 0.464 1.691 0.31
H 0.138 -1.199 2.090 0.38
H -1.967 0.872 1.598 0.27
H -2.264 1.223 3.832 0.36
H -1.234 -0.110 4.201 0.30
H -0.528 1.352 3.632 0.32
H 2.303 -1.287 0.595 0.33
H 2.097 -0.041 -0.607 0.32
H 2.315 -1.676 -2.458 0.29
H 2.428 -3.006 -1.285 0.29
H 3.706 -1.734 -1.304 0.37
```

The calculation puts the HOMO-LUMO gap at 0.3604 Eh. As for the structure (SMILES): CCOC(CNC)OCC. The value obtained for the relative energy (zero: lowest compared OMol25 entry of this formula, charge and spin) is 1.9047 eV. For the electronic energy, the calculation gives -482.10834 Ha. The strongest force on any atom is 1.89 eV/A.